Formula: C6H10
Source: the Open Molecules 2025 dataset
Level of theory: the ωB97M-V functional and the def2-TZVPD basis

Values from the calculation:
* HOMO energy: -8.00 eV
* relative energy (zero: lowest compared OMol25 entry of this formula, charge and spin): 79.1 kcal per mole
* frontier orbital gap: 9.1 eV
* calculated total energy: -234.47653 a.u.
* strongest force on any atom: 1.5 eV Å⁻¹
* SMILES: C=C1C=CCC1.[H][H]

The geometry in XYZ format:
```
16
C6H10, DFT the ωB97M-V functional and the def2-TZVPD basis
C 1.13135 1.67976 -0.38286
C -0.50242 0.32790 -1.05315
C -0.49449 -0.99214 -0.94153
C 0.17786 -1.47965 0.33294
C 0.38944 -0.19305 1.16553
C 0.19447 0.87795 0.11065
H 2.16407 1.49653 -0.14976
H 0.87648 2.34096 -1.20359
H -0.84612 0.94609 -1.87236
H -2.18453 0.23109 0.50671
H -0.92742 -1.64134 -1.68096
H 1.14193 -1.95645 0.10476
H -0.43213 -2.21890 0.85896
H 1.38114 -0.09130 1.61687
H -0.33091 -0.15758 1.99774
H -1.76740 0.84759 0.63969
```


Formula: C6H10
Source: the Open Molecules 2025 dataset
Level of theory: the ωB97M-V functional and the def2-TZVPD basis

Values from the calculation:
* HOMO energy: -7.06 eV
* relative energy (zero: lowest compared OMol25 entry of this formula, charge and spin): 168.8 kcal per mole
* frontier orbital gap: 6.5 eV
* calculated total energy: -234.33346 a.u.
* strongest force on any atom: 4.2 eV Å⁻¹

The geometry in XYZ format:
```
16
C6H10, DFT the ωB97M-V functional and the def2-TZVPD basis
C 1.35706 0.49764 -0.08814
C 1.89568 -0.77524 0.16425
C -3.33050 0.20665 0.05538
C -2.18574 -0.44920 0.00481
C -0.90087 -0.04497 0.53602
C 0.21196 -0.64609 0.09744
H 1.36596 0.81661 -1.12359
H 4.07639 0.90841 -0.82997
H 1.30695 1.25125 0.69943
H 4.73091 0.57589 -0.85621
H -0.06542 -1.18660 -0.80407
H -4.06233 0.04101 -0.72520
H -3.49459 1.05446 0.71145
H -2.17620 -1.37632 -0.55344
H -0.90380 0.31312 1.57258
H 2.17451 -1.18664 1.13928
```


Formula: C6H10
Source: the Open Molecules 2025 dataset
Level of theory: the ωB97M-V functional and the def2-TZVPD basis

Values from the calculation:
* HOMO energy (alpha / beta): -7.71 / -7.62 eV
* relative energy (zero: lowest compared OMol25 entry of this formula, charge and spin): 145.0 kcal per mole
* frontier orbital gap (alpha / beta): 7.9 / 7.7 eV
* calculated total energy: -234.37144 a.u.
* strongest force on any atom: 0.4 eV Å⁻¹

The geometry in XYZ format:
```
16
C6H10, DFT the ωB97M-V functional and the def2-TZVPD basis
C -1.58028 0.36181 0.56750
C -1.72221 -0.08010 -0.79707
C -0.26564 0.14376 -0.06471
C 0.62573 -0.96020 0.05592
C 1.86798 -0.09616 -0.00999
C 0.91081 1.11631 -0.25608
H -1.10703 -0.96835 1.67457
H -1.89483 1.39017 0.78354
H -2.11332 0.56531 -1.59415
H -1.77797 -1.14577 -1.02840
H 0.51406 -1.97982 -0.31636
H -0.41819 -1.44247 1.67375
H 2.57687 -0.31263 -0.82276
H 2.42979 -0.04692 0.93295
H 0.98993 1.52092 -1.27261
H 0.96431 1.93413 0.47389
```


Formula: C6H10
Source: the Open Molecules 2025 dataset
Level of theory: the ωB97M-V functional and the def2-TZVPD basis

Values from the calculation:
* HOMO energy: -8.72 eV
* relative energy (zero: lowest compared OMol25 entry of this formula, charge and spin): 66.1 kcal per mole
* frontier orbital gap: 9.6 eV
* calculated total energy: -234.49722 a.u.
* strongest force on any atom: 1.9 eV Å⁻¹
* SMILES: C=CCC(=C)C

The geometry in XYZ format:
```
16
C6H10, DFT the ωB97M-V functional and the def2-TZVPD basis
C 1.89808 -0.23018 0.42761
C 0.80108 0.52515 -0.24127
C 0.74899 1.83308 -0.45522
C -1.24552 -0.34679 0.71408
C -2.18308 -1.22031 0.37101
C -0.35930 -0.32198 -0.53950
H 2.59949 0.43474 0.92697
H 2.42387 -0.82396 -0.32948
H 1.48007 -0.93420 1.16174
H 1.56890 2.47331 -0.16210
H -0.11943 2.29384 -0.92664
H -1.49126 0.61978 1.16485
H -1.84544 -2.15710 -0.05922
H -3.18663 -0.89504 0.16786
H -0.98477 0.11911 -1.33817
H -0.09118 -1.32471 -0.90129
```


Formula: C6H10
Source: the Open Molecules 2025 dataset
Level of theory: the ωB97M-V functional and the def2-TZVPD basis

Values from the calculation:
* HOMO energy: -9.15 eV
* relative energy (zero: lowest compared OMol25 entry of this formula, charge and spin): 0.7 kcal per mole
* frontier orbital gap: 10.4 eV
* calculated total energy: -234.60132 a.u.
* strongest force on any atom: 0.2 eV Å⁻¹
* SMILES: C1=CCCCC1

The geometry in XYZ format:
```
16
C6H10, DFT the ωB97M-V functional and the def2-TZVPD basis
C -0.10494 -1.23052 -0.38047
C -0.84729 -0.61611 0.80921
C -1.18270 0.82038 0.40864
C 0.06543 1.51917 -0.09075
C 1.18824 0.87793 -0.42241
C 1.29576 -0.62850 -0.45266
H -0.63988 -0.92427 -1.29081
H -0.09199 -2.32412 -0.37073
H -0.19593 -0.60795 1.69628
H -1.74507 -1.18568 1.07595
H -1.62516 1.39332 1.23291
H -1.95054 0.78553 -0.38013
H 0.03743 2.60617 -0.14696
H 2.07101 1.44919 -0.70740
H 1.91444 -0.98338 0.38594
H 1.81120 -0.95117 -1.36660
```


Formula: C6H10
Source: the Open Molecules 2025 dataset
Level of theory: the ωB97M-V functional and the def2-TZVPD basis

Values from the calculation:
* charge: +1
* HOMO energy (alpha / beta): -14.18 / -14.03 eV
* relative energy (zero: lowest compared OMol25 entry of this formula, charge and spin): 37.0 kcal per mole
* frontier orbital gap (alpha / beta): 9.5 / 5.4 eV
* calculated total energy: -234.20687 a.u.
* strongest force on any atom: 3.7 eV Å⁻¹
* spin multiplicity: 2

The geometry in XYZ format:
```
16
C6H10, DFT the ωB97M-V functional and the def2-TZVPD basis
C -0.29016 1.60072 -0.19912
C 0.24678 2.57934 -0.92811
C 0.39865 0.88710 0.94814
C 0.15339 -0.59380 0.82628
C -0.18011 -1.31352 -0.30114
C -0.32686 -2.82352 -0.31414
H -1.21708 1.06291 -0.37774
H 1.31180 2.75795 -0.81175
H -0.27975 3.20534 -1.63215
H -0.13794 1.20979 1.85561
H 1.45718 0.94645 1.24269
H 0.27905 -1.16702 1.74396
H 0.04437 -1.05886 -1.34032
H -0.92778 -3.08738 0.55992
H 0.62772 -3.30783 -0.52054
H -1.01711 -3.01171 -1.15019
```


Formula: C6H10BNO
Source: the Open Molecules 2025 dataset
Level of theory: the ωB97M-V functional and the def2-TZVPD basis

Values from the calculation:
* HOMO energy: -7.33 eV
* relative energy (zero: lowest compared OMol25 entry of this formula, charge and spin): 81.7 kcal per mole
* frontier orbital gap: 7.3 eV
* calculated total energy: -389.39670 a.u.
* strongest force on any atom: 4.0 eV Å⁻¹

The geometry in XYZ format:
```
19
C6H10BNO, DFT the ωB97M-V functional and the def2-TZVPD basis
B -1.60087 -0.14336 -0.09090
C 1.74539 1.60885 -0.29679
C 2.47720 0.45278 -0.00224
C 0.38658 1.40089 -0.35113
C 1.95862 -0.69098 0.33542
C -2.86431 0.80726 -0.33424
C 1.60342 -1.98980 0.72011
N -0.27171 0.25835 -0.24041
O -1.67534 -1.51638 0.05705
H 2.21222 2.58538 -0.49593
H 3.51895 0.61661 -0.03857
H -0.20673 2.33180 -0.51617
H -2.82041 1.63949 0.30559
H -3.90727 0.31140 -0.24313
H -2.82752 1.13642 -1.39170
H 0.70011 -2.02413 1.24317
H 1.67252 -2.67082 -0.21477
H 2.41863 -2.19932 1.39714
H -2.51949 -1.91446 0.15752
```


Formula: C6H10BNO3
Source: the Open Molecules 2025 dataset
Level of theory: the ωB97M-V functional and the def2-TZVPD basis

Values from the calculation:
* HOMO energy (alpha / beta): -7.63 / -7.66 eV
* relative energy (zero: lowest compared OMol25 entry of this formula, charge and spin): 70.5 kcal per mole
* frontier orbital gap (alpha / beta): 7.3 / 7.5 eV
* calculated total energy: -539.87785 a.u.
* strongest force on any atom: 5.2 eV Å⁻¹

The geometry in XYZ format:
```
21
C6H10BNO3, DFT the ωB97M-V functional and the def2-TZVPD basis
B 1.83592 0.20742 -0.52113
C -0.89775 2.03500 -0.26770
C 0.19996 1.99294 0.56534
C -0.38740 -0.75035 0.43018
C -1.47883 0.88793 -0.99277
C 1.39804 1.12522 0.64106
C -1.13147 -2.73963 1.29137
N -1.34146 -0.41674 -0.25117
O 1.55355 0.54698 -1.79858
O 2.80384 -0.69797 -0.29004
O -0.15054 -1.73941 1.23886
H -1.39361 2.92542 -0.21194
H 0.40903 2.75491 1.28439
H -2.54737 0.97379 -1.37464
H -0.90535 0.54735 -1.82619
H 1.80253 1.27285 1.58234
H -0.80420 -3.50546 2.00472
H -1.14656 -3.37317 0.31634
H -2.26224 -2.40201 1.38515
H 1.33281 1.44630 -2.02185
H 3.11111 -1.09138 -1.18371
```


Formula: C6H10BrCl2N2O
Source: the Open Molecules 2025 dataset
Level of theory: the ωB97M-V functional and the def2-TZVPD basis

Values from the calculation:
* charge: +1
* HOMO energy: -12.80 eV
* relative energy (zero: lowest compared OMol25 entry of this formula, charge and spin): 19.2 kcal per mole
* frontier orbital gap: 9.0 eV
* calculated total energy: -3913.37011 a.u.
* strongest force on any atom: 5.7 eV Å⁻¹
* SMILES: CO[C@@H](C)[N@H+]1C=C(Cl)N(Cl)[C@@H]1Br

The geometry in XYZ format:
```
22
C6H10BrCl2N2O, DFT the ωB97M-V functional and the def2-TZVPD basis
C -0.64142 -0.41209 -1.24220
C -1.66795 -1.15976 -0.72521
C -1.71863 0.87885 0.51238
C 1.91590 1.02312 -0.64269
C 1.35002 -1.37112 0.99060
C 0.77437 0.93910 0.36967
N -2.32521 -0.57008 0.34252
N -0.55941 0.77001 -0.46565
O 0.79543 -0.06703 1.26158
Cl -2.04473 -2.68653 -1.30715
Cl -2.93779 -1.34028 1.73028
Br -3.20329 2.10427 -0.34289
H 0.15151 -0.61828 -1.91792
H -1.39423 1.20751 1.54309
H 2.06042 0.07226 -1.25256
H 1.77868 1.74759 -1.42700
H 2.83022 1.29416 -0.10610
H 0.97355 -1.74742 0.08577
H 1.36457 -2.09865 1.67731
H 2.51227 -1.31910 0.96024
H 0.57421 1.83526 1.04497
H -0.58847 1.51821 -1.08905
```


Formula: C6H10BrF
Source: the Open Molecules 2025 dataset
Level of theory: the ωB97M-V functional and the def2-TZVPD basis

Values from the calculation:
* HOMO energy: -9.73 eV
* relative energy (zero: lowest compared OMol25 entry of this formula, charge and spin): 6.8 kcal per mole
* frontier orbital gap: 10.6 eV
* calculated total energy: -2908.43844 a.u.
* strongest force on any atom: 4.2 eV Å⁻¹
* SMILES: C[C@]1(F)CC[C@@]1(C)Br

The geometry in XYZ format:
```
18
C6H10BrF, DFT the ωB97M-V functional and the def2-TZVPD basis
C -0.06285 0.78690 -1.49072
C 0.13195 -0.70092 -1.39570
C 0.04925 0.90062 0.09934
C 0.70845 -0.47911 0.14988
C -1.30541 1.09356 0.76944
C 0.49368 -1.55135 1.30765
F 0.89388 1.86317 0.53679
Br 2.64493 -0.19672 -0.21767
H 0.77287 1.19897 -1.87598
H -0.88500 1.23082 -1.88823
H -0.83024 -1.21465 -1.30712
H 0.82339 -1.12743 -2.05122
H -2.06436 1.04101 0.02729
H -1.31382 2.12521 1.18381
H -1.41090 0.28062 1.62249
H 0.60198 -1.06072 2.20575
H 1.33119 -2.32142 1.13912
H -0.57901 -1.86857 1.18509
```